Density functional theory data (ωB97M-V/def2-TZVPD) for C38H58BN8P2RbS2 as an isolated structure in a non-equilibrium geometry.

CARTESIAN COORDINATES (ANGSTROEM)
Rb1 -0.13 -0.17 -0.47
C1 -1.56 -2.62 4.85
C2 -2.26 -1.47 4.13
C3 -3.71 -1.34 4.58
P1 -1.95 -1.52 2.27
C4 -2.48 -3.28 1.81
C5 -3.79 -3.90 2.31
C6 -2.37 -3.39 0.29
C7 -3.26 -0.42 1.66
C8 -4.46 -0.72 1.02
C9 -5.28 0.28 0.50
C10 -6.59 -0.06 -0.16
C11 -4.84 1.60 0.59
C12 -3.65 1.93 1.21
C13 -2.83 0.94 1.79
N1 -1.61 1.12 2.35
C14 -1.16 2.31 2.81
C15 -1.98 3.30 3.40
C16 -1.48 4.51 3.83
C17 -0.13 4.82 3.71
C18 0.42 6.18 4.07
C19 0.71 3.83 3.22
C20 0.24 2.59 2.79
P2 1.27 1.21 2.19
C21 2.68 1.88 1.13
C22 3.51 0.66 0.72
C23 3.62 3.00 1.56
C24 2.14 0.68 3.78
C25 1.14 -0.22 4.52
C26 2.65 1.74 4.75
H1 -1.48 -2.41 5.92
H2 -0.55 -2.78 4.46
H3 -2.12 -3.55 4.74
H4 -1.75 -0.54 4.40
H5 -4.29 -2.23 4.35
H6 -4.19 -0.49 4.11
H7 -3.74 -1.19 5.67
H8 -1.67 -3.89 2.24
H9 -4.65 -3.26 2.12
H10 -3.76 -4.10 3.38
H11 -3.97 -4.85 1.80
H12 -3.10 -2.75 -0.22
H13 -2.53 -4.42 -0.05
H14 -1.37 -3.08 -0.05
H15 -4.77 -1.74 0.89
H16 -6.65 -1.12 -0.40
H17 -6.71 0.50 -1.09
H18 -7.44 0.19 0.49
H19 -5.45 2.38 0.14
H20 -3.31 2.96 1.20
H21 -3.04 3.09 3.53
H22 -2.15 5.24 4.27
H23 -0.35 6.79 4.55
H24 0.76 6.71 3.18
H25 1.27 6.11 4.75
H26 1.77 4.04 3.18
H27 2.15 2.24 0.24
H28 4.24 0.41 1.50
H29 4.06 0.86 -0.20
H30 2.89 -0.22 0.55
H31 4.18 2.73 2.46
H32 3.11 3.95 1.72
H33 4.35 3.16 0.76
H34 2.98 0.06 3.44
H35 0.33 0.39 4.91
H36 1.60 -0.75 5.35
H37 0.70 -0.94 3.83
H38 1.83 2.39 5.07
H39 3.43 2.36 4.31
H40 3.06 1.25 5.64
C27 4.71 -3.24 -2.09
C28 3.45 -2.67 -1.50
N2 2.79 -1.70 -2.07
N3 3.13 -1.35 -3.28
C29 3.13 -0.15 -3.79
N4 2.89 -0.09 -5.16
S1 3.51 1.31 -2.99
C30 2.93 -3.19 -0.24
C31 3.52 -4.31 0.37
C32 3.03 -4.78 1.58
C33 1.95 -4.13 2.16
C34 1.42 -3.05 1.48
N5 1.88 -2.59 0.33
H41 5.01 -2.61 -2.93
H42 4.56 -4.26 -2.47
H43 5.52 -3.25 -1.36
H44 2.98 -0.97 -5.64
H45 3.30 0.70 -5.61
H46 4.36 -4.81 -0.10
H47 3.49 -5.64 2.05
H48 1.54 -4.45 3.11
H49 0.57 -2.50 1.91
B1 -3.64 -2.53 -3.60
C35 -2.87 -1.31 -2.96
N6 -2.34 -0.38 -2.53
H50 -2.93 -3.51 -3.57
H51 -4.66 -2.71 -2.95
H52 -3.91 -2.22 -4.75
S2 -1.45 3.89 -1.11
C36 -2.48 3.61 -2.37
N7 -2.99 4.61 -3.18
C37 -4.10 4.11 -3.97
C38 -3.80 2.60 -3.99
N8 -2.98 2.45 -2.80
H53 -3.01 5.53 -2.79
H54 -4.12 4.55 -4.97
H55 -5.07 4.31 -3.48
H56 -3.23 2.33 -4.89
H57 -4.69 1.98 -3.94
H58 -2.66 1.52 -2.52

ΔE to the lowest compared entry with this formula, charge and spin = 50.0 kJ/mol
total charge = -2
spin multiplicity = 1
frontier orbital gap = 0.189 hartree